1.
DFT (wB97M-V/def2-TZVPD) results for an isolated ion of composition C10H19N2O and charge +1 in a non-equilibrium geometry.

The geometry in XYZ format:
```
32
Properties=species:S:1:pos:R:3:nbo_charge:R:1
C 0.7056 -1.8221 -0.5591 0.00
C 1.7285 -1.8907 0.5535 -0.44
C 2.9617 -1.1609 -0.0484 -0.37
C 2.7450 0.3913 0.3615 -0.42
C 1.6437 1.2277 -0.2430 -0.28
C -0.7035 1.5914 -0.0873 0.58
C -1.6079 -1.0109 -0.3869 0.13
C -1.8495 1.6642 0.8823 -0.69
C -0.8492 1.8565 -1.5150 -0.70
C -2.8644 -1.5863 0.2070 -0.17
N -0.5220 -1.5516 -0.4399 -0.29
N 0.4186 1.2733 0.4986 -0.49
O -3.7883 -0.5387 0.3731 -0.75
H 1.1058 -2.2986 -1.3570 0.20
H 1.2681 -1.5425 1.4181 0.20
H 2.0577 -2.8878 0.6777 0.24
H 3.8844 -1.3826 0.4005 0.22
H 3.0831 -1.1209 -1.0660 0.21
H 2.6866 0.5112 1.5119 0.19
H 3.7754 0.7240 0.2973 0.25
H 2.1199 2.1635 -0.4316 0.24
H 1.5541 0.8440 -1.3436 0.22
H -2.3325 2.6479 0.8212 0.25
H -1.5353 1.7029 1.8388 0.22
H -2.4958 0.9088 0.7990 0.29
H -0.9037 2.8410 -1.6016 0.26
H -1.9252 1.5544 -1.7340 0.28
H -0.1572 1.2662 -2.0729 0.25
H -2.7190 -2.1928 1.1004 0.21
H -3.3708 -2.4946 -0.4527 0.22
H 0.5692 0.9389 1.4345 0.44
H -4.6831 -0.6263 0.1638 0.50
```

Summary:
Orbital gap in eV: 7.98
Net charge: +1
E_LUMO in eV: -3.31

***

2.
DFT (wB97M-V/def2-TZVPD) results for C10H19N3O12Pb as an isolated structure in a non-equilibrium geometry.

The geometry in XYZ format:
```
45
Properties=species:S:1:pos:R:3:nbo_charge:R:1
Pb 0.9609 -3.9797 33.3209 0.09
C -0.7840 -4.4726 38.3825 0.86
O -1.3914 -5.4708 38.8106 -0.69
O 0.3654 -4.8192 38.3192 -0.55
O -1.1194 -3.6631 37.4982 -0.73
C 2.0480 -9.2996 35.1488 0.84
O 2.4560 -8.3965 34.3831 -0.72
O 0.9450 -9.4102 35.6808 -0.63
O 2.7566 -9.3652 36.1560 -0.60
C 4.6380 -0.6894 34.4083 0.89
O 5.4927 0.1454 34.1153 -0.85
O 3.4237 -0.3298 34.4515 -0.80
O 4.8422 -1.8671 34.5077 -0.75
C -1.6064 -3.1282 28.5345 -0.26
O -1.7096 -4.1312 29.4545 -0.51
C -3.1101 -4.5308 29.5371 -0.08
C -3.1764 -5.6268 30.5831 -0.25
N -1.9924 -6.5067 30.5789 -0.57
C -2.1518 -7.5282 29.4360 -0.25
C -0.8028 -8.0099 29.0164 -0.08
O -1.0258 -8.8601 27.9306 -0.57
C 0.0686 -9.3686 27.2820 -0.32
H -2.3087 -3.0726 27.7028 0.14
H -0.5598 -3.0838 28.2334 0.20
H -1.8501 -2.2322 29.1054 0.16
H -3.4970 -4.8145 28.5583 0.14
H -3.6900 -3.6510 29.8161 0.17
H -4.0854 -6.2187 30.4754 0.15
H -3.1926 -5.2316 31.5988 0.23
H -2.1165 -7.0430 31.4258 0.36
H -2.6332 -7.2018 28.5142 0.18
H -2.7167 -8.4411 29.6246 0.16
H -0.2957 -8.4703 29.8643 0.19
H -0.3489 -7.1141 28.5925 0.18
H 0.4283 -8.4371 26.8451 0.17
H -0.2027 -10.2009 26.6325 0.16
H 0.8030 -9.7701 27.9802 0.16
C 4.8913 -4.9830 28.5601 0.67
O 3.9302 -4.3412 29.0295 -0.66
N 5.1924 -6.1336 28.8860 -0.81
N 5.5963 -4.7750 27.4851 -0.90
H 6.0564 -6.5621 28.5859 0.34
H 4.7076 -6.5735 29.6550 0.42
H 5.5493 -3.9292 26.9351 0.39
H 6.1270 -5.5721 27.1639 0.33
```

Summary:
Orbital gap in eV: 1.32
Net charge: -4
E_LUMO in eV: 6.61

***

3.
DFT (wB97M-V/def2-TZVPD) results for C10H19N3O4 as an isolated structure in a non-equilibrium geometry.

The geometry in XYZ format:
```
36
Properties=species:S:1:pos:R:3:nbo_charge:R:1
C -1.1613 -1.2791 -0.1989 -0.13
C 0.1691 -0.9978 -0.8693 0.64
C -2.2344 -0.1455 -0.5815 -0.29
C -3.5138 -0.9995 -0.5533 -0.59
C -2.0881 1.1956 0.2404 -0.44
C -2.5262 1.3201 1.7101 -0.62
C 2.5462 -0.6353 -0.5843 -0.16
C 3.5675 -1.1882 0.3434 0.79
C 2.7806 0.7737 -1.1362 -0.51
C 2.3880 1.8229 -0.0260 0.66
H -0.5387 -1.2147 1.9588 0.36
H -0.7282 -2.8544 1.1456 0.38
H -1.6190 -2.2349 -0.6879 0.23
H -1.8697 -0.0896 -1.7143 0.28
H -3.8535 -0.8923 0.5531 0.22
H -4.6222 -0.6345 -1.3055 0.18
H -3.4375 -2.0116 -0.9905 0.22
H -1.0233 1.7571 0.1591 0.21
H -2.9014 2.1252 -0.1638 0.21
H -3.6194 0.5181 2.0643 0.23
H -1.4765 1.0172 2.6185 0.19
H -2.7549 2.5316 1.6622 0.23
H 0.8404 -1.0608 0.9453 0.44
H 2.4812 -1.2718 -1.4908 0.26
H 1.7566 0.8239 -1.7498 0.24
H 3.6141 0.7905 -1.8042 0.26
H 0.7709 2.3055 -1.3512 0.43
H 1.0536 3.4039 0.0955 0.40
H 5.3646 -1.2518 0.6609 0.51
N -1.1666 -1.7619 1.2905 -0.85
N 1.2516 -0.9014 -0.1068 -0.60
N 1.6415 2.7100 -0.6158 -0.81
O 0.0678 -0.6208 -2.0895 -0.69
O 3.3639 -1.9963 1.2643 -0.63
O 2.7485 1.7363 1.2094 -0.62
O 4.7287 -0.7894 0.0984 -0.64
```

Summary:
Orbital gap in eV: 9.75
E_LUMO in eV: 0.28

***

4.
DFT (wB97M-V/def2-TZVPD) results for one molecule with the formula C10H19N3O4 in a non-equilibrium geometry.

The geometry in XYZ format:
```
36
Properties=species:S:1:pos:R:3:nbo_charge:R:1
C 1.7290 3.5572 -2.2319 -0.63
C 0.6596 3.3488 -1.1609 -0.44
C 1.0596 2.2297 -0.2868 -0.20
C 2.5619 2.6551 0.4184 -0.61
C 0.8098 0.7146 -0.9223 -0.20
N 0.7991 -0.4903 0.0513 -0.62
C -0.2263 -0.7487 0.9686 0.68
O 0.2285 -1.3292 1.9643 -0.64
C -1.7290 -0.2395 0.6970 -0.11
N -2.1044 -0.8151 -0.7715 -0.86
C -2.6695 -1.0450 1.7643 -0.54
C -2.4842 -2.5421 1.9766 0.68
N -1.6992 -2.7359 3.1932 -0.87
O -2.9994 -3.4352 1.1475 -0.61
C 1.5309 0.0898 -1.9947 0.80
O 1.0491 -0.0413 -3.0963 -0.52
O 2.9743 -0.1646 -1.5050 -0.76
H 2.1494 2.3898 -2.4118 0.21
H 1.1873 3.9346 -3.3694 0.21
H 2.4259 4.3855 -1.9022 0.23
H 0.5501 4.4330 -0.4628 0.20
H -0.3337 3.3090 -1.7368 0.23
H 0.2403 2.1994 0.4795 0.21
H 2.9961 1.9495 1.0038 0.21
H 3.1618 2.6407 -0.5805 0.23
H 2.2589 3.6851 0.9514 0.22
H -0.2140 0.9258 -1.4594 0.27
H 1.7074 -0.8246 0.3331 0.42
H -1.8783 0.9527 0.8864 0.24
H -2.2889 -1.8941 -0.6248 0.39
H -3.1479 -0.6404 -0.9546 0.36
H -2.3905 -0.3588 2.5318 0.23
H -3.5913 -0.5704 1.6216 0.24
H -0.8624 -2.1629 3.4853 0.46
H -1.8112 -3.8416 3.6824 0.41
H 3.4017 -0.5794 -2.2379 0.49
```

Summary:
SMILES string: CC[C@H](C)[C@H](NC(=O)[C@@H](N)CC(N)=O)C(=O)O
Orbital gap in eV: 9.82
E_LUMO in eV: 0.38

***

5.
DFT (wB97M-V/def2-TZVPD) results for a 2-piece molecular cluster, C10H19N4 overall in a non-equilibrium geometry.

The geometry in XYZ format:
```
33
Properties=species:S:1:pos:R:3:nbo_charge:R:1
C -0.7994 0.6606 -0.6157 -0.18
C -2.6015 2.0443 -0.0097 0.18
C -1.1082 1.9047 0.1965 -0.54
C 1.8986 -2.0831 -0.6059 -0.42
C 1.3496 -1.7386 0.7510 -0.42
C 1.1220 -1.2405 -1.5774 -0.48
C 1.9791 -0.3552 1.1174 -0.23
C 1.2769 0.1913 -1.0992 0.21
C -2.6986 -0.2302 0.3148 0.40
C 2.3752 1.9577 0.1895 -0.41
N -1.5049 -0.5075 -0.2155 -0.45
N -3.3487 1.0056 0.1784 -0.52
N 2.0395 0.5192 -0.0398 -0.40
N -3.6844 -1.2912 0.7599 -0.72
H -0.7951 0.9048 -1.6402 0.22
H -3.0938 2.9041 -0.4663 0.21
H -1.0279 1.9185 1.3022 0.23
H -0.6116 2.6584 -0.3662 0.23
H 2.9820 -1.8122 -0.5641 0.21
H 1.8066 -3.1732 -0.9035 0.23
H 0.2777 -1.8551 0.8939 0.23
H 1.6212 -2.4907 1.6301 0.23
H 1.3095 -1.2792 -2.6502 0.24
H 0.0088 -1.4822 -1.4942 0.26
H 1.4166 0.0749 1.9983 0.20
H 3.0028 -0.5147 1.5143 0.21
H 1.3349 0.9839 -1.8902 0.21
H 1.4508 2.4158 0.5255 0.21
H 3.3778 1.9875 0.6545 0.24
H 2.4702 2.3741 -0.7938 0.21
H -4.6597 -0.8548 0.8239 0.48
H -3.5302 -1.3887 1.8077 0.45
H -3.6356 -2.2082 0.2741 0.46
```

Summary:
Orbital gap (alpha / beta) in eV: 7.04 / 7.04
Net charge: +1
E_LUMO (alpha / beta) in eV: -3.45 / -3.45

***

6.
DFT (wB97M-V/def2-TZVPD) results for an isolated ion of composition C10H19O6S and charge -1.

The geometry in XYZ format:
```
36
Properties=species:S:1:pos:R:3:nbo_charge:R:1
C -3.8569 -3.4424 2.1847 -0.72
C -2.4221 -3.4612 1.7375 0.81
O -1.7289 -4.4414 1.8048 -0.59
O -1.9786 -2.2700 1.2899 -0.53
C -1.2131 -2.2857 0.0639 -0.06
C 0.1640 -1.6968 0.2864 -0.43
C 0.9810 -1.6549 -1.0018 -0.40
C 0.6223 -0.5442 -2.0233 -0.41
C -0.2368 0.6202 -1.5306 -0.40
C 0.4102 1.6371 -0.5587 -0.41
C 1.9330 1.6620 -0.5848 -0.42
C 2.5594 2.6661 0.4040 -0.05
O 1.6357 3.4448 1.1366 -0.75
S 1.0857 4.8475 0.4407 2.56
O 1.6336 5.8781 1.2945 -1.01
O 1.6301 4.8061 -0.9081 -1.04
O -0.3518 4.6968 0.5079 -1.02
H -4.2605 -4.4466 2.1007 0.23
H -3.9176 -3.1352 3.2289 0.24
H -4.4480 -2.7402 1.6031 0.23
H -1.7883 -1.7327 -0.6774 0.18
H -1.1016 -3.3162 -0.2745 0.19
H 0.6641 -2.3765 0.9817 0.21
H 0.1065 -0.7328 0.7896 0.22
H 0.8334 -2.6235 -1.4916 0.19
H 2.0431 -1.6133 -0.7637 0.21
H 0.0863 -1.0210 -2.8489 0.19
H 1.5434 -0.1601 -2.4592 0.21
H -1.1666 0.2560 -1.0919 0.19
H -0.5352 1.1773 -2.4227 0.20
H 0.0269 2.6254 -0.7972 0.25
H 0.0814 1.4310 0.4609 0.20
H 2.3027 0.6628 -0.3360 0.18
H 2.2692 1.8804 -1.6012 0.20
H 3.2816 3.3017 -0.1039 0.19
H 3.1121 2.1015 1.1597 0.16
```

Summary:
SMILES string: CC(=O)OCCCCCCCCOS(=O)(=O)[O-]
Orbital gap in eV: 7.79
Net charge: -1
E_LUMO in eV: 2.55